Formula: C25H14ClF3N2OPt
Source: the OMol25 dataset
Level of theory: wB97M-V/def2-TZVPD

```
! RIJCOSX wB97M-V def2-TZVPD def2/J DEFGRID3
* xyz 0 1
F 1.27694 -8.43914 -0.83803
C -3.94124 0.27137 1.13555
C 0.66857 -7.93168 0.24296
H 1.49109 -3.74141 -1.61583
C 0.80463 3.73757 -0.58967
H -3.30774 6.01326 1.20662
H -0.97551 5.49930 0.55835
C -3.92210 3.98604 1.26006
C 2.78765 4.32116 -1.83148
C -1.29196 3.40045 0.47362
C -2.60037 0.06279 0.76431
N -0.01682 2.97012 0.04136
N -1.76603 1.05619 0.57726
H -0.40655 -6.36124 2.11369
C 0.00231 -5.78331 1.29428
C 1.07281 -4.32117 -0.80420
C 0.44581 -3.65033 0.24955
C 0.61876 -6.43468 0.23345
C 0.29072 -1.00847 0.22261
C 4.62530 2.81288 -2.10870
C 1.15838 -5.70384 -0.81410
C 4.01834 4.05896 -2.34369
C 3.98267 1.86244 -1.36804
C 0.35257 -2.21913 0.24006
C -3.01211 4.98278 1.06124
H 2.33543 5.29173 -1.99994
C -1.68818 4.69319 0.67341
C -0.08226 -4.40422 1.30284
H 0.50103 4.76620 -0.78309
F -0.56428 -8.47316 0.28622
H -0.55684 -3.89322 2.12989
H 5.60521 2.61352 -2.52255
H -5.42640 1.71906 1.62306
C 2.08225 3.34962 -1.07994
O 2.15916 1.10355 -0.16112
H -4.58200 -0.58574 1.28639
C -3.53591 2.63537 1.10033
Cl 4.85627 5.25986 -3.28576
H -2.18590 -0.92715 0.62280
C -4.40405 1.53929 1.31315
H -4.93819 4.21335 1.55673
C -2.21477 2.34970 0.72188
H 4.43646 0.90049 -1.17271
F 1.32106 -8.41020 1.31908
H 1.64549 -6.21473 -1.63285
C 2.68128 2.07241 -0.84292
Pt 0.19903 0.96019 0.18390
*
```

## Properties
HOMO energy   -7.8 eV
Largest force on an atom   0.43 eV/Å
E_tot   -55102.078 eV